Record 1
66
Properties=species:S:1:pos:R:3:forces:R:3:nbo_charge:R:1 method="wB97M-V/def2-TZVPD" spin_multiplicity=1 e_above_lowest_kj_mol=102.1 total_energy_ha=-2175.21240 smiles="CCCC[N@H+](C)S(=O)(=O)c1ccc(C(=O)N(CCN(C)C)c2nc3ccc(C)cc3s2)cc1" charge=+1
C -3.475 2.469 1.469 0.102 0.182 0.118 -0.61
H -3.358 1.893 2.382 0.024 -0.131 0.041 0.23
H -2.762 2.083 0.745 0.073 -0.114 -0.100 0.19
H -4.478 2.294 1.090 -0.130 -0.063 -0.072 0.22
C -3.267 3.952 1.750 -0.209 -0.091 -0.209 -0.40
C -3.519 4.838 0.526 0.294 -0.025 0.184 -0.42
C -2.474 4.667 -0.577 -0.914 -0.261 -0.237 -0.24
N -1.154 5.172 -0.165 0.733 -0.655 -0.052 -0.56
H -1.039 5.005 0.840 0.105 -0.064 -0.106 0.43
C -0.926 6.587 -0.459 0.250 0.848 -0.188 -0.45
H -1.695 7.212 -0.005 -0.040 -0.160 0.023 0.24
H 0.053 6.880 -0.085 -0.093 -0.016 0.048 0.25
H -0.938 6.721 -1.540 -0.079 -0.027 0.042 0.24
S 0.276 4.219 -1.032 -0.466 -0.174 0.646 2.27
O 1.399 4.828 -0.415 0.154 -0.157 0.284 -0.87
O -0.031 4.425 -2.399 -0.255 -0.275 -0.207 -0.87
C -0.035 2.581 -0.461 0.289 0.834 -0.402 -0.35
C 0.344 2.256 0.832 0.038 -0.114 0.271 -0.19
C 0.083 0.985 1.299 -0.210 0.067 -0.096 -0.19
C -0.516 0.041 0.459 -0.638 0.865 0.049 0.04
C -0.924 0.405 -0.827 -0.049 0.147 0.171 -0.19
C -0.666 1.676 -1.301 -0.159 -0.201 -0.136 -0.18
H -0.938 1.977 -2.300 -0.081 -0.042 -0.137 0.25
H -1.421 -0.316 -1.456 -0.038 -0.074 -0.094 0.24
C -0.983 -1.267 1.039 0.055 0.122 -0.019 0.67
O -2.078 -1.343 1.546 -0.049 0.071 -0.056 -0.55
N -0.111 -2.319 0.974 -0.342 -0.172 0.243 -0.45
C 1.106 -2.175 0.364 1.118 -0.017 -0.470 0.28
N 1.484 -1.070 -0.174 -0.273 -0.225 0.132 -0.50
C 2.742 -1.158 -0.699 0.762 -0.706 -0.101 0.08
C 3.439 -0.140 -1.342 -0.066 -0.094 0.061 -0.19
C 4.706 -0.401 -1.814 -0.046 -0.027 0.028 -0.21
C 5.309 -1.657 -1.666 -0.122 -0.101 0.089 0.01
C 4.621 -2.675 -1.025 0.090 0.048 -0.059 -0.25
C 3.349 -2.420 -0.547 -0.325 0.358 0.025 -0.13
S 2.264 -3.500 0.290 -0.113 0.342 -0.028 0.37
H 5.066 -3.649 -0.898 0.127 -0.105 -0.021 0.22
C 6.687 -1.882 -2.201 0.062 0.041 -0.042 -0.63
H 7.389 -1.189 -1.740 0.105 -0.002 0.003 0.23
H 7.022 -2.897 -2.008 0.077 -0.054 -0.016 0.22
H 6.707 -1.707 -3.275 0.072 -0.027 -0.071 0.23
H 5.256 0.381 -2.314 0.069 0.098 -0.064 0.22
H 2.979 0.829 -1.457 -0.030 0.130 -0.033 0.21
C -0.515 -3.608 1.507 -0.378 -0.470 -0.009 -0.23
H 0.345 -4.072 1.992 -0.047 0.072 0.073 0.21
H -1.293 -3.432 2.251 0.191 -0.054 -0.058 0.26
C -1.076 -4.523 0.408 0.051 0.085 0.189 -0.23
N -1.402 -5.820 0.963 -0.005 0.156 0.005 -0.44
C -2.506 -6.461 0.276 -0.014 0.028 0.028 -0.41
H -2.742 -7.392 0.787 -0.067 -0.059 -0.034 0.21
H -3.381 -5.814 0.319 -0.068 -0.024 -0.041 0.20
H -2.281 -6.688 -0.777 -0.002 -0.016 -0.034 0.17
C -0.250 -6.696 1.028 -0.045 0.030 0.018 -0.41
H -0.533 -7.613 1.539 0.081 -0.062 0.031 0.21
H 0.138 -6.955 0.031 0.015 -0.005 -0.030 0.17
H 0.548 -6.222 1.596 0.113 -0.040 0.044 0.19
H -1.988 -4.063 0.020 0.048 0.003 -0.011 0.21
H -0.349 -4.595 -0.421 -0.125 0.009 -0.014 0.17
H 0.359 0.708 2.304 0.064 -0.018 0.112 0.24
H 0.847 2.990 1.442 0.093 0.034 0.177 0.24
H -2.771 5.196 -1.483 0.158 -0.020 0.033 0.24
H -2.370 3.608 -0.821 -0.007 0.084 0.004 0.23
H -4.493 4.585 0.106 -0.008 0.066 -0.083 0.24
H -3.560 5.885 0.831 -0.072 0.083 -0.067 0.21
H -2.258 4.111 2.146 0.025 0.050 0.158 0.17
H -3.963 4.258 2.531 0.124 0.088 0.070 0.23

***

Record 2
68
Properties=species:S:1:pos:R:3:forces:R:3:nbo_charge:R:1 method="wB97M-V/def2-TZVPD" spin_multiplicity=1 total_energy_ha=-2150.60164 smiles=C#CCCCc1c(N)ccc2c1Sc1c(cc(CCCCC)c(S)c1B(O)N(C)C)N2B(N)O
C 1.926 4.770 -0.292 -0.536 -0.330 -0.686 -0.33
C 0.805 4.320 -0.204 -0.147 -0.345 0.016 0.11
C -0.551 3.619 -0.224 1.728 0.826 -0.231 -0.51
C -1.056 3.681 -1.691 -0.372 0.270 -0.612 -0.39
C -2.548 3.261 -1.878 -0.023 -0.082 0.702 -0.43
C -3.008 2.000 -1.112 -0.874 -0.186 0.555 -0.08
C -4.235 2.094 -0.368 0.107 -1.036 0.021 0.16
N -5.023 3.300 -0.331 0.967 -0.309 0.640 -0.80
C -4.734 0.977 0.338 0.272 -0.444 -0.215 -0.25
C -4.079 -0.277 0.346 0.180 1.269 -0.564 -0.17
C -2.883 -0.400 -0.384 -0.975 0.646 0.642 0.09
C -2.370 0.734 -1.087 0.169 -0.551 0.362 -0.09
S -0.820 0.451 -1.979 0.071 -0.278 0.378 0.23
C 0.023 -0.699 -0.856 -1.026 -0.404 0.640 -0.09
C -0.825 -1.649 -0.215 1.360 -0.276 0.887 0.13
C -0.235 -2.593 0.650 0.247 0.313 -0.192 -0.16
C 1.152 -2.610 0.934 -0.927 0.337 -0.260 -0.04
C 1.670 -3.657 1.933 0.857 0.481 0.155 -0.45
C 2.274 -3.057 3.261 0.133 0.595 0.390 -0.40
C 1.858 -1.589 3.582 -0.327 -0.320 0.764 -0.40
C 0.318 -1.384 3.834 0.405 1.020 -0.083 -0.41
C -0.113 -0.072 3.096 0.264 -0.204 0.085 -0.61
C 1.956 -1.626 0.292 -0.349 -0.127 0.369 -0.06
S 3.739 -1.669 0.675 -0.224 0.417 -0.322 -0.04
C 1.416 -0.667 -0.615 -0.426 -0.571 0.182 -0.46
B 2.333 0.440 -1.325 -0.175 0.491 -0.315 1.14
O 2.333 1.733 -0.764 0.706 -1.094 -0.119 -0.93
N 3.170 0.183 -2.485 0.464 -0.720 2.222 -0.70
C 3.360 -1.260 -2.752 0.180 -0.267 -1.534 -0.43
C 4.545 0.697 -2.097 -0.461 0.045 -0.295 -0.42
N -2.253 -1.708 -0.393 1.111 0.701 -1.860 -0.71
B -2.587 -2.463 -1.615 -0.551 -0.653 -0.208 1.14
N -1.585 -3.142 -2.433 -0.732 0.862 -0.399 -1.10
O -3.945 -2.578 -1.989 0.891 0.712 0.121 -0.90
H 2.905 5.041 -0.674 -0.628 0.012 0.655 0.24
H -1.211 4.170 0.477 0.095 -0.562 -0.375 0.22
H -0.340 2.584 0.120 -0.519 0.558 -0.160 0.24
H -0.393 3.121 -2.380 -0.257 0.212 0.707 0.23
H -0.984 4.740 -2.030 -0.050 -0.615 0.256 0.21
H -2.847 3.176 -2.947 0.438 0.014 0.570 0.23
H -3.153 4.104 -1.479 0.332 -0.575 -0.391 0.21
H -5.747 3.170 0.376 0.059 0.046 -0.323 0.37
H -4.405 4.014 0.063 -0.393 0.180 -0.326 0.36
H -5.688 1.086 0.884 0.610 -0.068 -0.292 0.21
H -4.503 -1.128 0.891 0.326 0.381 -0.321 0.23
H -0.894 -3.332 1.132 0.347 0.442 -0.270 0.22
H 0.880 -4.372 2.238 0.315 0.435 -0.645 0.22
H 2.494 -4.192 1.410 -0.630 -0.019 0.439 0.23
H 3.385 -3.105 3.270 -0.698 -0.013 -0.257 0.21
H 1.961 -3.664 4.143 0.050 0.208 -0.698 0.21
H 2.377 -1.302 4.527 -0.185 -0.177 -0.637 0.21
H 2.193 -0.851 2.827 -0.169 -0.632 0.244 0.19
H -0.299 -2.260 3.555 0.379 0.476 -0.066 0.20
H 0.169 -1.207 4.918 -0.048 -0.304 -0.488 0.20
H 0.513 0.772 3.467 -0.423 -0.514 -0.130 0.20
H 0.108 -0.159 2.009 -0.360 0.035 0.603 0.20
H -1.174 0.200 3.258 0.484 -0.211 -0.182 0.21
H 3.915 -0.591 1.496 -0.443 -0.420 -0.324 0.13
H 2.728 1.672 0.120 -0.551 0.362 -0.064 0.50
H 4.061 -1.738 -2.036 -0.610 0.201 -0.198 0.19
H 3.842 -1.356 -3.755 -0.288 0.031 0.596 0.19
H 2.408 -1.821 -2.830 0.476 0.426 0.327 0.21
H 5.261 0.178 -2.761 -0.128 0.629 0.363 0.20
H 4.605 1.796 -2.152 0.000 -0.593 -0.231 0.22
H 4.721 0.392 -1.045 0.410 0.140 -0.611 0.18
H -2.031 -3.593 -3.231 0.146 -0.106 0.335 0.38
H -0.904 -2.495 -2.829 0.316 -0.317 0.495 0.39
H -3.981 -2.211 -2.886 -0.388 -0.445 0.165 0.49